[1]
This record from the OMol25 dataset describes a structure of composition C33H36As2NO7SW at a distorted geometry. The level of theory is ωB97M-V/def2-TZVPD.

* frontier orbital gap (spin up / spin down): 7.58 / 7.58 eV
* molar mass: 924.402 g mol⁻¹
* LUMO (spin up / spin down): -2.8 / -2.8 eV
* E_HOMO (spin up / spin down): -10.3 / -10.3 eV
* total energy: -6797.20096 Ha
* max |F|: 2.28 eV/Å
* relative energy (zero: lowest compared OMol25 entry of this formula, charge and spin): 0.819 eV
* net charge: +1

Element x y z (Å)
1 W -0.12 -1.04 -0.37
2 O 1.61 -1.28 1.05
3 C 1.77 -0.28 2.10
4 C 0.76 0.81 1.67
5 O 0.34 1.66 2.40
6 O 0.48 0.71 0.37
7 C 1.49 -0.86 3.47
8 C 1.94 -0.17 4.59
9 C 1.69 -0.66 5.86
10 C 0.99 -1.84 6.02
11 C 0.53 -2.53 4.91
12 C 0.77 -2.04 3.64
13 C 3.19 0.27 1.98
14 C 3.46 1.62 1.79
15 C 4.77 2.05 1.65
16 C 5.82 1.14 1.70
17 C 5.55 -0.21 1.89
18 C 4.25 -0.64 2.04
19 H 1.69 -2.18 1.41
20 H 2.50 0.75 4.46
21 H 2.04 -0.11 6.72
22 H 0.80 -2.23 7.02
23 H -0.02 -3.46 5.03
24 H 0.36 -2.58 2.79
25 H 2.65 2.34 1.76
26 H 4.97 3.11 1.52
27 H 6.84 1.49 1.59
28 H 6.36 -0.92 1.95
29 H 4.05 -1.69 2.22
30 C -6.18 3.23 0.43
31 C -5.26 2.05 0.60
32 C -3.92 2.22 0.93
33 C -3.07 1.13 1.07
34 C -3.59 -0.14 0.87
35 C -4.93 -0.34 0.56
36 C -5.75 0.75 0.42
37 S -2.55 -1.54 0.99
38 O -1.26 -1.03 1.54
39 O -3.19 -2.59 1.71
40 N -2.15 -1.93 -0.53
41 C -2.04 -3.37 -0.89
42 C -0.55 -3.19 -1.06
43 O -0.21 -2.37 -1.99
44 O 0.10 -3.07 0.03
45 H -5.74 4.14 0.84
46 H -7.13 3.06 0.92
47 H -6.38 3.41 -0.63
48 H -3.54 3.22 1.11
49 H -2.04 1.28 1.36
50 H -5.31 -1.35 0.44
51 H -6.80 0.61 0.18
52 H -2.58 -3.60 -1.80
53 H -2.31 -4.05 -0.08
54 C 2.98 -2.07 -2.40
55 As 1.86 -0.55 -1.98
56 C 3.12 0.86 -1.57
57 C 1.09 -0.02 -3.67
58 C 1.81 -0.13 -4.85
59 C 1.24 0.25 -6.06
60 C -0.06 0.73 -6.09
61 C -0.78 0.84 -4.92
62 C -0.22 0.46 -3.70
63 As -1.22 0.66 -2.04
64 C -3.06 0.49 -2.63
65 C -0.96 2.54 -1.67
66 H 3.82 -1.78 -3.03
67 H 2.37 -2.81 -2.91
68 H 3.36 -2.48 -1.47
69 H 3.67 1.13 -2.47
70 H 3.82 0.52 -0.81
71 H 2.57 1.72 -1.20
72 H 2.83 -0.50 -4.84
73 H 1.81 0.15 -6.98
74 H -0.51 1.02 -7.03
75 H -1.80 1.22 -4.95
76 H -3.39 1.40 -3.14
77 H -3.68 0.31 -1.75
78 H -3.13 -0.36 -3.30
79 H -1.11 3.12 -2.59
80 H 0.05 2.68 -1.30
81 H -1.67 2.86 -0.91

***

[2]
This record from the OMol25 dataset describes a structure of composition C33H36BrMoN8O2S5. The level of theory is ωB97M-V/def2-TZVPD.

* frontier orbital gap (spin up / spin down): 5.75 / 5.12 eV
* molar mass: 912.884 g mol⁻¹
* LUMO (spin up / spin down): -9.3 / -10.0 eV
* E_HOMO (spin up / spin down): -15.1 / -15.1 eV
* total energy: -6499.92567 Ha
* max |F|: 0.38 eV/Å
* relative energy (zero: lowest compared OMol25 entry of this formula, charge and spin): 0.000 eV
* net charge: +3
* multiplicity: 3

Element x y z (Å)
1 Mo 0.73 -0.59 0.11
2 N 2.39 -1.12 1.51
3 C 3.72 -0.55 1.16
4 C 3.46 0.82 0.61
5 N 2.48 0.66 -0.50
6 C 2.12 1.95 -1.12
7 C 1.05 1.64 -2.12
8 N 0.00 0.87 -1.39
9 H 2.14 -0.84 2.46
10 H 2.45 -2.14 1.52
11 H 4.17 -1.20 0.41
12 H 4.37 -0.52 2.03
13 H 4.36 1.31 0.25
14 H 3.00 1.47 1.36
15 H 2.94 0.09 -1.22
16 H 3.00 2.42 -1.57
17 H 1.76 2.62 -0.33
18 H 1.43 0.99 -2.92
19 H 0.64 2.53 -2.59
20 H -0.66 0.49 -2.09
21 H -0.56 1.53 -0.85
22 C -0.28 -3.07 1.98
23 O -0.09 -1.63 1.88
24 C -0.53 -0.84 2.96
25 C -1.05 -1.36 4.13
26 C -1.37 -0.48 5.16
27 Br -2.07 -1.17 6.75
28 C -1.15 0.89 5.04
29 C -0.65 1.40 3.84
30 C -0.38 0.52 2.81
31 O 0.15 0.98 1.59
32 C -0.25 2.81 3.71
33 N 0.42 3.46 4.59
34 C 0.71 4.70 4.00
35 C 1.38 5.79 4.54
36 C 1.49 6.92 3.75
37 C 0.95 6.96 2.46
38 C 0.30 5.87 1.90
39 C 0.21 4.74 2.70
40 N -0.37 3.47 2.46
41 H -1.34 -3.27 2.10
42 H 0.29 -3.44 2.84
43 H 0.09 -3.49 1.06
44 H -1.20 -2.42 4.27
45 H -1.35 1.56 5.86
46 H 0.26 1.97 1.67
47 H 1.77 5.76 5.55
48 H 1.99 7.80 4.14
49 H 1.04 7.87 1.88
50 H -0.12 5.92 0.91
51 H -1.27 3.44 1.99
52 C 0.90 -5.62 -4.09
53 S 0.01 -4.62 -2.87
54 C 1.11 -4.75 -1.50
55 C 1.76 -3.73 -0.92
56 S 1.77 -2.05 -1.45
57 S 2.88 -4.15 0.35
58 C 2.50 -5.87 0.46
59 S 3.14 -6.86 1.54
60 S 1.38 -6.33 -0.81
61 H 0.26 -5.64 -4.97
62 H 1.03 -6.64 -3.73
63 H 1.85 -5.17 -4.34
64 C -3.57 -1.77 -0.16
65 C -2.34 -1.33 0.27
66 N -1.26 -1.30 -0.54
67 C -1.43 -1.66 -1.82
68 C -2.65 -2.06 -2.35
69 C -3.73 -2.17 -1.48
70 C -2.74 -2.36 -3.79
71 C -2.59 -1.48 -4.77
72 C -2.48 0.00 -4.69
73 C -2.90 0.73 -5.80
74 C -2.90 2.11 -5.70
75 N -2.53 2.73 -4.59
76 C -2.13 1.95 -3.61
77 N -2.05 0.62 -3.58
78 H -4.40 -1.79 0.53
79 H -2.23 -0.96 1.28
80 H -0.56 -1.64 -2.46
81 H -4.69 -2.51 -1.85
82 H -2.98 -3.38 -4.05
83 H -2.70 -1.85 -5.78
84 H -3.23 0.23 -6.70
85 H -3.22 2.72 -6.53
86 H -1.84 2.47 -2.70

***

[3]
This record from the OMol25 dataset describes a structure of composition C33H36IrN6O7Si. The level of theory is ωB97M-V/def2-TZVPD.

* frontier orbital gap (spin up / spin down): 6.82 / 4.39 eV
* molar mass: 848.989 g mol⁻¹
* LUMO (spin up / spin down): -0.9 / -3.3 eV
* E_HOMO (spin up / spin down): -7.7 / -7.7 eV
* total energy: -2528.23524 Ha
* max |F|: 0.61 eV/Å
* relative energy (zero: lowest compared OMol25 entry of this formula, charge and spin): 0.345 eV
* net charge: 0
* multiplicity: 2

Element x y z (Å)
1 Ir 0.03 -0.17 -0.02
2 O 3.62 4.28 -0.09
3 C 2.99 4.67 -1.22
4 C 3.64 5.59 -2.04
5 C 3.06 6.02 -3.21
6 C 1.81 5.55 -3.60
7 C 1.16 4.63 -2.79
8 C 1.73 4.18 -1.60
9 C 0.96 3.15 -0.84
10 O -0.11 2.72 -1.23
11 N 1.58 2.72 0.31
12 N 1.09 1.60 0.83
13 C 1.51 1.33 2.03
14 C 1.14 0.10 2.66
15 C 1.46 -0.21 3.98
16 C 1.01 -1.39 4.53
17 C 0.24 -2.24 3.74
18 C -0.02 -1.89 2.44
19 N 0.43 -0.75 1.90
20 H 2.99 3.66 0.38
21 H 4.61 5.95 -1.72
22 H 3.58 6.73 -3.83
23 H 1.35 5.89 -4.52
24 H 0.19 4.23 -3.06
25 H 2.15 2.04 2.54
26 H 2.05 0.50 4.56
27 H 1.24 -1.64 5.56
28 H -0.14 -3.18 4.13
29 H -0.57 -2.52 1.75
30 O -6.73 1.63 -0.17
31 C -5.76 2.08 0.40
32 O -5.90 3.11 1.19
33 C -4.37 1.55 0.36
34 C -3.72 1.17 1.53
35 C -2.45 0.64 1.44
36 N -1.84 0.50 0.27
37 C -2.43 0.91 -0.87
38 C -3.71 1.43 -0.86
39 C -1.64 0.76 -2.15
40 O -2.12 1.12 -3.20
41 O -0.49 0.20 -1.97
42 H -4.20 1.28 2.49
43 H -1.91 0.31 2.31
44 H -4.15 1.73 -1.80
45 C 2.34 0.83 -2.95
46 N 3.27 0.79 -1.82
47 C 4.49 1.59 -1.95
48 C 3.03 0.08 -0.74
49 C 4.07 0.09 0.36
50 O 2.02 -0.66 -0.60
51 H 2.73 0.19 -3.75
52 H 2.28 1.86 -3.31
53 H 1.36 0.50 -2.66
54 H 4.56 1.93 -2.98
55 H 5.37 1.00 -1.72
56 H 4.45 2.47 -1.30
57 H 5.00 -0.36 0.02
58 H 3.68 -0.47 1.20
59 H 4.29 1.12 0.66
60 C 1.41 -2.85 -2.68
61 Si 0.52 -3.26 -1.08
62 C -0.47 -4.84 -1.34
63 C 1.79 -3.63 0.26
64 N -0.62 -2.06 -0.51
65 C -1.96 -2.16 -0.97
66 C -3.00 -2.25 -0.03
67 C -4.32 -2.31 -0.43
68 C -4.64 -2.32 -1.79
69 C -3.62 -2.26 -2.72
70 C -2.29 -2.18 -2.32
71 H 1.51 -3.75 -3.31
72 H 2.41 -2.46 -2.50
73 H 0.86 -2.10 -3.25
74 H 0.16 -5.71 -1.11
75 H -0.81 -4.94 -2.37
76 H -1.35 -4.88 -0.69
77 H 2.58 -4.27 -0.16
78 H 1.34 -4.18 1.09
79 H 2.26 -2.73 0.65
80 H -2.75 -2.26 1.02
81 H -5.11 -2.37 0.31
82 H -5.67 -2.36 -2.10
83 H -3.85 -2.25 -3.78
84 H -1.50 -2.08 -3.05